Entry 1:
Below is a molecular structure, C7H4BrClINS at a distorted geometry, with properties calculated with ωB97M-V/def2-TZVPD.

Structure (XYZ):
```
16
C7H4BrClINS (ωB97M-V/def2-TZVPD)
C 2.273 0.002 -0.312
C 2.476 1.234 0.261
C 0.919 -0.380 -0.299
C 0.046 0.650 0.092
C -1.386 0.536 -0.102
C -2.343 1.166 0.559
C 0.328 -1.651 -0.482
N -0.854 -1.819 -0.035
S 0.939 1.969 0.690
Cl -2.077 2.205 1.817
Br -1.723 -3.411 -0.245
I -4.440 0.918 0.101
H 3.054 -0.493 -0.869
H 3.437 1.763 0.623
H -1.611 -0.222 -0.825
H 0.963 -2.465 -0.973
```

Its lowest unoccupied orbital energy is -0.4 eV. The spin multiplicity is 1. The HOMO energy is -8.29 eV. The value obtained for the total energy is -110311.86660 eV.

Here are the Löwdin charges for atoms 1 to 2, given in e: -0.144 -0.367

---

Entry 2:
Below is a molecular structure, C3H12N2OS at a distorted geometry, with properties calculated with ωB97M-V/def2-TZVPD.

Structure (XYZ):
```
19
C3H12N2OS (ωB97M-V/def2-TZVPD)
N 0.598 -0.661 2.852
C 0.764 0.181 0.554
C 0.786 -0.846 -0.609
S -0.606 -1.950 -0.710
C -0.163 1.329 0.576
N 0.354 2.479 -0.081
H 0.166 -1.262 3.547
H 1.470 -0.283 3.203
H 1.783 0.611 0.649
H 0.909 -0.223 -1.499
H 1.698 -1.454 -0.569
H -1.512 -0.962 -0.687
H -0.305 1.533 1.679
H -1.169 1.083 0.229
H -0.005 2.403 -1.064
H -0.031 3.261 0.437
H -0.842 1.508 -2.796
H 0.708 -0.536 1.514
O -0.996 1.191 -1.895
```

Its lowest unoccupied orbital energy is -3.8 eV. The spin multiplicity is 1. The HOMO energy is -8.06 eV. For the energy relative to the best compared isomer or geometry (same formula, charge and spin), the calculation gives 188.1 kcal/mol. The value obtained for the total energy is -19160.58285 eV.

Here are the Löwdin charges for atoms 1 to 2, given in e: 0.053 -0.186

---

Entry 3:
Below is a single C4H11NO3 molecule, with properties calculated with ωB97M-V/def2-TZVPD.

Structure (XYZ):
```
19
C4H11NO3 (ωB97M-V/def2-TZVPD)
C -0.876 0.091 0.545
C 0.449 0.312 -0.230
C 1.388 -0.913 -0.138
C -1.703 1.375 0.566
N 2.582 -0.781 -0.948
O -1.543 -0.943 -0.150
O -0.664 -0.283 1.878
O 0.164 0.607 -1.575
H -0.214 -1.135 1.902
H -2.420 -1.056 0.233
H -0.424 -0.092 -1.894
H 0.954 1.195 0.175
H 3.146 -0.008 -0.608
H 2.311 -0.551 -1.900
H 1.699 -1.065 0.899
H 0.844 -1.797 -0.485
H -1.198 2.112 1.182
H -2.683 1.176 0.993
H -1.810 1.756 -0.446
```

Its lowest unoccupied orbital energy is 0.7 eV. The spin multiplicity is 1. The HOMO energy is -9.16 eV. For the energy relative to the best compared isomer or geometry (same formula, charge and spin), the calculation gives 23.4 kcal/mol. The value obtained for the total energy is -11959.09444 eV.

Here are the Löwdin charges for atoms 1 to 2, given in e: -0.615 -0.315

---

Entry 4:
Below is a single C5H7NS2 molecule at a distorted geometry, with properties calculated with ωB97M-V/def2-TZVPD.

Structure (XYZ):
```
15
C5H7NS2 (ωB97M-V/def2-TZVPD)
C 0.246 0.782 0.791
C 1.613 0.087 1.020
C 2.089 -0.826 -0.131
C 1.104 -1.847 -0.560
C -0.781 -0.471 0.275
H 1.759 1.442 -1.052
H -0.189 1.215 1.758
H 1.755 -0.481 2.055
H 2.464 0.698 1.191
H 3.132 -0.652 -0.615
H 1.165 -2.785 -1.185
H -0.900 -2.193 -0.723
N -0.161 -1.568 -0.219
S 0.319 1.894 -0.601
S -2.424 -0.183 0.085
```

Its lowest unoccupied orbital energy is -0.3 eV. The spin multiplicity is 1. The HOMO energy is -8.02 eV. For the energy relative to the best compared isomer or geometry (same formula, charge and spin), the calculation gives 67.3 kcal/mol. The value obtained for the total energy is -28455.95015 eV.

Here are the Löwdin charges for atoms 1 to 2, given in e: -0.663 -0.307

---

The lowest HOMO energy belongs to which entry?
C4H11NO3